Entry from OMol25: a cluster of 2 separate species, C2H5FIN in total in a non-equilibrium geometry (wB97M-V/def2-TZVPD).

```
10
Properties=species:S:1:pos:R:3
C -0.511 -0.254 1.015
C 0.406 -0.773 -0.058
N 0.521 0.667 -1.498
F -0.796 0.764 -2.062
I 1.022 2.415 -0.613
H -0.324 -0.988 1.917
H -0.188 0.863 1.236
H -1.595 -0.319 0.559
H 1.502 -0.750 0.167
H -0.037 -1.625 -0.662
```

Properties
E, eV: -14455.8053
HOMO-LUMO gap (spin up / spin down), eV: 6.344 / 7.153
ΔE to the lowest compared entry with this formula, charge and spin, eV: 3.074
Multiplicity: 3
Total charge: 0
LUMO level (spin up / spin down), Ha: 0.0075 / -0.0953
<S²>: 2.020
HOMO energy (spin up / spin down), eV: -6.1 / -9.7